# 1
ORCA calculation (wB97M-V/def2-TZVPD) on C4H8N2 in the gas phase in a non-equilibrium geometry.

Structure (XYZ):
```
14
Properties=species:S:1:pos:R:3:nbo_charge:R:1
H -0.335 2.749 0.206 0.328
N -1.003 2.047 -0.045 -0.666
C -0.346 0.943 -0.146 0.409
C 1.136 0.747 0.171 -0.274
C 1.871 -0.241 -0.314 -0.351
N -0.999 -0.177 -0.609 -0.627
C -1.052 -1.293 0.312 -0.416
H 1.569 1.492 0.828 0.210
H 2.880 -0.547 -0.039 0.209
H 1.430 -0.957 -1.026 0.203
H -1.948 0.081 -0.904 0.387
H -1.628 -1.126 1.206 0.181
H -0.021 -1.578 0.575 0.208
H -1.553 -2.141 -0.216 0.200
```

Calculated values
Total energy ... -7256.7882 eV
Energy above the lowest of the compared OMol25 structures with the same formula, charge and spin ... 25.07 kcal/mol
LUMO level ... 0.840 eV
Structure (SMILES) ... [H]/N=C(\C=C)NC
Highest occupied orbital energy ... -9.3 eV
Frontier orbital gap ... 10.12 eV



# 2
ORCA calculation (wB97M-V/def2-TZVPD) on C26H43FeN5OP as an isolated structure.

Structure (XYZ):
```
77
Properties=species:S:1:pos:R:3:lowdin_spin:R:1
Fe -0.408 -0.233 0.193 0.916
C 1.855 -2.267 -1.787 0.000
C 0.736 -1.531 -2.543 0.000
N 0.294 -0.307 -1.850 -0.007
C -0.575 0.517 -2.717 0.000
C -1.208 1.581 -1.853 -0.001
N -1.848 0.908 -0.694 -0.001
C -3.174 0.322 -1.069 -0.001
C -3.179 -1.177 -1.324 0.000
C -2.986 -1.954 -0.042 -0.001
N -1.586 -1.895 0.444 -0.018
C -0.796 -3.098 0.111 -0.001
C 0.518 -2.950 0.845 0.000
N 1.097 -1.619 0.533 0.003
C 2.221 -1.684 -0.427 -0.001
H 2.770 -2.244 -2.379 0.000
H 1.605 -3.324 -1.687 0.000
H -0.142 -2.164 -2.675 0.000
H 1.075 -1.274 -3.550 0.000
H 1.113 0.267 -1.658 0.000
H -1.333 -0.126 -3.162 0.000
H -0.010 0.962 -3.539 0.000
H -1.942 2.158 -2.418 0.000
H -0.449 2.261 -1.474 0.000
H -2.043 1.613 0.012 0.002
H -3.533 0.852 -1.952 0.000
H -3.868 0.544 -0.256 0.000
H -2.434 -1.470 -2.067 0.000
H -4.151 -1.437 -1.746 0.000
H -3.285 -2.998 -0.152 0.000
H -3.615 -1.512 0.729 0.000
H -1.634 -1.883 1.460 0.000
H -0.659 -3.152 -0.967 0.000
H -1.318 -4.004 0.428 0.000
H 1.217 -3.750 0.598 0.000
H 0.335 -2.996 1.920 0.000
H 1.439 -1.227 1.406 0.002
H 3.024 -2.287 0.004 0.000
H 2.610 -0.670 -0.536 0.000
C 2.852 1.212 2.128 0.001
P 1.683 2.176 1.168 0.000
C 0.705 3.083 2.360 0.000
C 2.626 3.373 0.231 -0.001
O 0.870 1.327 0.192 -0.006
H 3.412 1.879 2.786 0.000
H 3.558 0.698 1.476 0.000
H 2.323 0.491 2.754 0.001
H 1.363 3.731 2.941 0.000
H 0.193 2.395 3.031 0.000
H -0.027 3.707 1.847 0.000
H 3.245 3.974 0.898 0.000
H 1.948 4.033 -0.310 0.000
H 3.270 2.861 -0.484 0.000
N -0.539 -0.048 2.020 0.097
C -1.351 0.353 2.908 0.011
C -2.632 1.086 2.638 0.004
C -3.855 0.461 2.868 0.000
C -5.043 1.140 2.637 0.000
C -5.020 2.465 2.218 0.000
C -3.805 3.113 2.042 0.000
C -2.616 2.424 2.252 0.000
C -1.019 0.139 4.351 0.001
C -1.571 0.955 5.337 -0.001
C -1.214 0.783 6.667 0.000
C -0.319 -0.214 7.024 -0.001
C 0.226 -1.040 6.048 0.000
C -0.118 -0.861 4.721 0.001
H -3.876 -0.555 3.245 0.000
H -5.989 0.644 2.809 0.000
H -5.947 3.000 2.060 0.000
H -3.784 4.159 1.765 0.000
H -1.666 2.944 2.168 0.000
H -2.277 1.731 5.069 0.000
H -1.641 1.425 7.426 0.000
H -0.051 -0.354 8.063 0.000
H 0.912 -1.828 6.329 0.000
H 0.301 -1.505 3.957 0.001
```

Calculated values
Total energy ... -80823.6503 eV
LUMO level (spin up / spin down) ... -5.319 / -5.726 eV
Expectation value of S² ... 0.767
Net charge ... +2
Highest occupied orbital energy (spin up / spin down) ... -13.8 / -13.8 eV
Frontier orbital gap (spin up / spin down) ... 8.53 / 8.08 eV
Multiplicity ... 2



# 3
ORCA calculation (wB97M-V/def2-TZVPD) on C5H6BF2NO2 in the gas phase in a non-equilibrium geometry.

Structure (XYZ):
```
17
Properties=species:S:1:pos:R:3:nbo_charge:R:1
B -1.939 -0.847 0.611 1.180
C 1.779 -0.781 -0.409 -0.279
C 2.104 0.455 -0.169 -0.117
C 0.425 -1.278 -0.176 0.690
C 1.146 1.508 0.125 -0.673
C -0.187 1.531 -0.461 0.432
N -0.511 -0.839 0.463 -0.734
O -2.726 0.128 0.001 -0.923
O -2.471 -1.575 1.662 -0.871
F 0.257 -2.332 -1.091 -0.374
F -0.225 0.857 -1.601 -0.364
H 2.477 -1.391 -0.792 0.224
H 3.119 0.603 -0.236 0.213
H 0.941 1.643 1.222 0.282
H 1.555 2.595 -0.213 0.286
H -2.391 0.740 -0.735 0.530
H -3.354 -1.017 1.798 0.498
```

Calculated values
Total energy ... -16977.5021 eV
Energy above the lowest of the compared OMol25 structures with the same formula, charge and spin ... 32.14 kcal/mol
LUMO level ... -0.251 eV
Highest occupied orbital energy ... -9.4 eV
Frontier orbital gap ... 9.19 eV



# 4
ORCA calculation (wB97M-V/def2-TZVPD) on C23H27MnN8O5 as an isolated structure in a non-equilibrium geometry.

Structure (XYZ):
```
64
Properties=species:S:1:pos:R:3:lowdin_spin:R:1
Mn -0.052 -0.276 0.013 2.927
N -0.653 -0.849 -2.128 0.017
N 0.383 -1.675 -2.621 0.032
C 1.643 -1.496 -2.086 0.077
N 2.689 -2.025 -2.736 0.059
N 1.722 -0.855 -0.927 0.015
N 2.920 -0.581 -0.399 0.394
O 4.013 -0.667 -1.002 0.380
O 2.873 -0.092 0.859 0.068
H -1.531 -1.368 -2.142 0.002
H -0.770 0.002 -2.693 0.004
H 0.357 -1.919 -3.608 0.002
H 2.579 -2.528 -3.597 0.002
H 3.615 -1.811 -2.358 -0.001
C -4.610 -0.733 5.012 0.000
O -5.187 0.067 3.996 0.000
C -4.886 1.414 4.099 0.001
C -5.537 2.250 4.990 0.000
C -5.215 3.595 5.037 0.001
C -4.236 4.104 4.203 0.000
C -3.584 3.280 3.300 0.001
C -3.902 1.929 3.244 0.000
N -3.344 1.037 2.314 0.002
C -2.056 0.957 1.884 0.005
N -1.130 1.668 2.537 -0.001
C 0.234 1.762 2.242 0.029
C 0.784 1.083 1.178 0.135
C 2.269 1.255 0.961 0.090
C 3.003 1.971 2.037 0.254
C 2.364 2.634 3.031 0.015
C 0.965 2.609 3.133 0.281
O 0.220 3.248 4.086 0.116
C 0.716 4.431 4.684 0.007
N -1.724 0.159 0.879 -0.001
C -2.785 -0.470 0.163 0.006
C -3.614 0.353 -0.616 -0.002
C -4.667 -0.154 -1.344 0.001
C -4.929 -1.516 -1.295 -0.003
C -4.128 -2.345 -0.541 0.001
C -3.043 -1.854 0.195 -0.001
O -2.342 -2.829 0.845 0.002
C -1.292 -2.568 1.742 0.025
H -4.956 -1.748 4.832 0.000
H -4.920 -0.412 6.008 0.000
H -3.516 -0.701 4.957 0.000
H -6.300 1.840 5.632 0.000
H -5.728 4.246 5.726 0.000
H -3.983 5.151 4.240 0.000
H -2.851 3.693 2.624 0.000
H -3.951 0.253 2.100 0.000
H -1.406 2.172 3.373 0.000
H 2.474 1.754 -0.007 0.029
H 4.076 1.950 1.962 0.013
H 2.951 3.165 3.764 -0.006
H 1.777 4.376 4.924 0.001
H 0.149 4.556 5.605 -0.001
H 0.547 5.287 4.024 0.003
H -3.406 1.413 -0.626 0.000
H -5.285 0.507 -1.929 0.000
H -5.755 -1.931 -1.847 0.000
H -4.328 -3.402 -0.484 0.000
H -0.952 -3.552 2.068 0.001
H -1.630 -1.997 2.612 0.000
H -0.411 -2.035 1.269 0.015
```

Calculated values
Total energy ... -77755.3335 eV
Energy above the lowest of the compared OMol25 structures with the same formula, charge and spin ... 86.37 kcal/mol
LUMO level (spin up / spin down) ... -2.289 / -2.809 eV
Expectation value of S² ... 8.816
Net charge ... +1
Highest occupied orbital energy (spin up / spin down) ... -9.0 / -10.1 eV
Frontier orbital gap (spin up / spin down) ... 6.74 / 7.25 eV
Multiplicity ... 6



Question: Which of these has the highest total energy?
Answer: C4H8N2